DFT (ωB97M-V with the def2-TZVPD basis set) results for a structure of composition C19H42BrClF5GaKMgN5O11PS2 in a non-equilibrium geometry.

ORCA input file:
```
! RIJCOSX wB97M-V def2-TZVPD def2/J DEFGRID3
* xyz 1 1
C -1.833 1.195 -4.450
C -2.707 1.408 -3.209
C -3.633 2.623 -3.116
N -2.629 0.622 -2.238
Ga -3.657 -0.972 -2.230
C -5.513 -0.850 -3.050
O -5.523 -1.645 -4.281
N -6.146 -2.859 -4.034
O -5.697 -3.712 -4.704
P -2.491 -2.697 -3.387
S -0.683 -2.657 -2.586
S -3.788 -1.728 -0.007
O -5.175 -1.684 0.415
O -3.179 -3.048 0.046
C -2.884 -0.619 1.196
F -3.245 0.651 1.092
F -1.562 -0.708 1.092
C -3.218 -1.053 2.650
F -4.380 -0.612 3.053
F -3.230 -2.373 2.717
F -2.328 -0.589 3.515
H -0.804 1.132 -4.071
H -2.034 0.245 -4.949
H -1.859 2.045 -5.140
H -3.231 3.429 -3.766
H -4.668 2.404 -3.397
H -3.626 2.943 -2.073
H -6.209 -1.345 -2.362
H -5.851 0.153 -3.308
H -3.140 -3.954 -3.340
H -2.389 -2.333 -4.753
C -1.570 -4.864 2.643
C -1.147 -5.945 3.563
O -0.940 -7.079 3.290
N -0.906 -5.582 5.006
C -1.439 -6.580 5.991
H -1.325 -5.150 1.623
H -2.647 -4.703 2.727
H -1.042 -3.938 2.880
H -1.202 -4.624 5.198
H 0.116 -5.628 5.089
H -2.519 -6.624 5.891
H -1.168 -6.232 6.984
H -0.981 -7.544 5.800
Cl -2.032 5.104 -3.866
Mg 1.052 -0.585 -2.419
C 3.639 -2.245 1.170
O 2.581 -2.287 0.206
H 3.935 -1.209 1.315
H 3.301 -2.653 2.116
H 4.495 -2.817 0.802
H 2.336 -3.211 0.090
Br -0.952 5.433 -5.989
C 3.036 -1.854 5.004
O 3.014 -0.954 5.910
O 2.003 -2.794 5.186
O 3.787 -2.000 4.070
H 1.633 -2.380 5.976
C 2.526 6.489 -2.621
C 1.718 5.280 -2.173
C 1.785 4.100 -3.133
O 0.962 4.362 -4.256
C 1.650 4.770 -5.442
N 0.266 5.674 -2.111
H 2.113 6.949 -3.520
H 2.546 7.252 -1.840
H 3.554 6.199 -2.829
H 2.025 4.985 -1.170
H 1.355 3.225 -2.637
H 2.809 3.845 -3.406
H 2.647 4.335 -5.505
H 1.717 5.860 -5.483
H 1.065 4.434 -6.296
H 0.108 6.590 -1.693
H -0.292 4.980 -1.604
H -0.094 5.673 -3.080
K 3.508 -0.490 7.854
N 5.764 3.436 2.701
C 4.419 3.667 2.816
C 3.842 2.536 3.334
C 4.879 1.589 3.544
C 6.051 2.174 3.147
H 6.435 4.091 2.346
H 3.993 4.611 2.521
H 2.792 2.403 3.540
H 4.776 0.591 3.942
H 7.062 1.804 3.141
O 3.265 -5.202 0.428
H 3.034 -4.849 1.294
H 3.972 -5.830 0.613
*
```

Results
LUMO   -4.5 eV